ORCA calculation (ωB97M-V/def2-TZVPD) on 3 unconnected molecules or ions with the total composition C21H41Br2F4N3O8S2.

Atoms and positions in Å:
H (-1.911, -4.786, -1.172)
N (-1.157, -4.112, -1.306)
C (-0.227, -4.286, -0.450)
C (-0.246, -5.342, 0.629)
C (0.973, -3.363, -0.527)
C (0.834, -2.165, 0.454)
O (-0.536, -1.856, 0.614)
C (1.628, -0.904, -0.015)
S (0.790, -0.105, -1.393)
O (0.175, -1.074, -2.258)
O (1.663, 0.865, -1.994)
C (-0.623, 0.910, -0.662)
F (-0.433, 1.194, 0.605)
F (-1.760, 0.278, -0.814)
F (-0.662, 2.024, -1.347)
C (3.092, -1.237, -0.364)
C (4.017, -0.040, -0.652)
C (3.770, 1.233, 0.136)
F (3.972, 1.049, 1.503)
S (3.800, -2.214, 1.010)
O (4.968, -1.585, 1.534)
O (3.840, -3.587, 0.591)
O (2.687, -2.044, 2.124)
C (1.379, -2.589, 1.855)
C (0.525, -2.259, 3.076)
Br (0.389, -0.355, 3.368)
C (1.128, -2.967, 4.320)
C (2.061, -2.187, 5.227)
Br (-0.364, -3.643, 5.392)
H (-0.719, -6.244, 0.240)
H (0.764, -5.611, 0.937)
H (-0.806, -4.993, 1.499)
H (1.048, -3.030, -1.559)
H (1.868, -3.945, -0.307)
H (-0.975, -1.943, -0.247)
H (1.604, -0.193, 0.816)
H (3.104, -1.928, -1.207)
H (3.888, 0.237, -1.698)
H (5.055, -0.345, -0.532)
H (4.457, 2.007, -0.213)
H (2.756, 1.609, 0.008)
H (1.469, -3.677, 1.848)
H (-0.474, -2.651, 2.935)
H (1.638, -3.861, 3.965)
H (2.632, -2.897, 5.827)
H (2.774, -1.599, 4.651)
H (1.506, -1.558, 5.919)
C (-2.503, -0.056, -7.273)
O (-2.450, -0.093, -5.862)
C (-1.153, -0.200, -5.303)
C (-0.394, 1.132, -5.203)
C (0.161, 1.649, -6.527)
N (-1.215, 2.187, -4.600)
H (-1.728, -0.688, -7.716)
H (-2.400, 0.961, -7.662)
H (-3.479, -0.437, -7.573)
H (-1.303, -0.577, -4.290)
H (-0.567, -0.953, -5.847)
H (0.457, 0.954, -4.539)
H (-0.619, 2.094, -7.145)
H (0.906, 2.422, -6.341)
H (0.637, 0.849, -7.098)
H (-1.490, 1.910, -3.664)
H (-2.088, 2.233, -5.119)
C (-3.196, 4.265, 5.504)
O (-2.614, 3.248, 4.714)
C (-3.108, 3.138, 3.395)
C (-2.487, 4.120, 2.393)
C (-3.004, 5.550, 2.517)
N (-1.023, 4.135, 2.471)
H (-4.257, 4.392, 5.269)
H (-2.685, 5.223, 5.383)
H (-3.104, 3.960, 6.546)
H (-2.851, 2.124, 3.076)
H (-4.204, 3.212, 3.394)
H (-2.761, 3.759, 1.397)
H (-2.558, 6.067, 3.366)
H (-2.746, 6.117, 1.623)
H (-4.089, 5.572, 2.632)
H (-0.676, 3.202, 2.272)
H (-0.771, 4.297, 3.443)

Calculated values
charge: 0
E: -215915.44401 eV
Kohn-Sham gap: 9.354 eV

ORCA calculation (ωB97M-V/def2-TZVPD) on 3 unconnected molecules or ions with the total composition C21H41BrINO8.

Atoms and positions in Å:
H (-2.856, -0.340, 0.124)
N (-2.239, 0.452, -0.148)
C (-2.362, 1.361, 0.782)
C (-1.629, 2.766, 0.832)
C (-0.263, 2.858, 0.012)
I (-0.274, 4.999, -0.598)
C (1.125, 2.567, 0.768)
C (1.350, 1.086, 0.199)
C (2.658, 0.268, 0.595)
Br (2.507, -1.512, -0.331)
C (4.028, 0.947, 0.157)
C (4.435, 2.208, 1.098)
C (1.011, 1.387, -1.339)
O (1.532, 1.041, -2.405)
O (-0.145, 2.212, -1.270)
H (-3.057, 1.101, 1.661)
H (-1.371, 2.961, 1.936)
H (-2.401, 3.554, 0.558)
H (1.909, 3.233, 0.285)
H (1.098, 2.569, 1.913)
H (0.392, 0.554, 0.555)
H (2.659, 0.022, 1.713)
H (4.030, 1.238, -0.953)
H (4.874, 0.187, 0.310)
H (3.844, 2.202, 2.082)
H (4.090, 3.161, 0.558)
H (5.553, 2.293, 1.257)
C (0.960, -4.301, -9.035)
O (1.271, -3.104, -8.349)
C (0.938, -1.947, -9.108)
C (0.757, -0.743, -8.193)
O (-0.507, -0.725, -7.531)
C (-0.668, -1.660, -6.463)
C (0.113, -1.281, -5.211)
O (1.482, -1.644, -5.349)
C (2.320, -0.902, -4.481)
H (1.532, -4.372, -9.966)
H (1.223, -5.141, -8.391)
H (-0.114, -4.352, -9.246)
H (0.015, -2.114, -9.675)
H (1.764, -1.758, -9.805)
H (0.769, 0.156, -8.816)
H (1.578, -0.644, -7.480)
H (-0.444, -2.676, -6.792)
H (-1.733, -1.634, -6.216)
H (-0.290, -1.824, -4.348)
H (0.020, -0.201, -5.037)
H (2.247, 0.167, -4.703)
H (3.351, -1.219, -4.650)
H (2.058, -1.081, -3.445)
C (-4.734, -1.740, 5.970)
O (-3.415, -1.407, 6.358)
C (-2.466, -1.685, 5.334)
C (-1.210, -0.848, 5.530)
O (-1.358, 0.502, 5.085)
C (-2.152, 1.349, 5.919)
C (-1.454, 1.739, 7.215)
O (-1.546, 0.685, 8.167)
C (-0.541, 0.769, 9.158)
H (-4.815, -2.812, 5.762)
H (-5.405, -1.485, 6.791)
H (-5.031, -1.161, 5.089)
H (-2.894, -1.473, 4.347)
H (-2.212, -2.750, 5.398)
H (-0.422, -1.273, 4.901)
H (-0.849, -0.887, 6.559)
H (-3.136, 0.915, 6.099)
H (-2.309, 2.260, 5.335)
H (-1.944, 2.620, 7.646)
H (-0.402, 1.974, 7.007)
H (0.453, 0.702, 8.701)
H (-0.663, -0.073, 9.839)
H (-0.633, 1.702, 9.724)

Calculated values
charge: 0
E: -118449.44245 eV
Kohn-Sham gap: 8.759 eV

ORCA calculation (ωB97M-V/def2-TZVPD) on 2 unconnected molecules or ions with the total composition C21H41ClN2O4PS2.

Atoms and positions in Å:
C (5.945, -1.417, -2.775)
C (4.931, -1.770, -2.242)
C (3.692, -2.162, -1.566)
S (4.018, -3.659, -0.582)
O (2.678, -2.254, -2.554)
C (1.669, -3.251, -2.394)
C (0.498, -2.832, -3.279)
C (-0.620, -3.906, -3.388)
S (-0.333, -5.543, -2.649)
C (-0.811, -5.359, -0.898)
C (0.264, -5.950, 0.035)
O (0.013, -1.551, -2.920)
C (-0.719, -1.476, -1.707)
N (-0.040, -0.551, -0.806)
C (-2.165, -1.047, -2.025)
C (-3.225, -1.667, -1.116)
C (-3.103, -1.363, 0.383)
P (3.179, -0.786, -0.334)
O (4.639, -0.374, 0.266)
Cl (2.937, 0.689, -1.738)
H (6.879, -1.280, -3.265)
H (4.262, -4.492, -1.603)
H (2.069, -4.197, -2.755)
H (1.333, -3.350, -1.359)
H (0.918, -2.703, -4.279)
H (-1.569, -3.534, -3.008)
H (-0.791, -4.123, -4.442)
H (-1.731, -5.929, -0.779)
H (-1.016, -4.319, -0.662)
H (-0.053, -6.907, 0.446)
H (0.491, -5.285, 0.868)
H (1.194, -6.126, -0.506)
H (-0.755, -2.445, -1.203)
H (-0.592, 0.281, -0.632)
H (0.092, -0.984, 0.100)
H (-2.235, 0.044, -2.047)
H (-2.378, -1.380, -3.044)
H (-3.250, -2.753, -1.250)
H (-4.205, -1.310, -1.445)
H (-3.501, -0.386, 0.646)
H (-3.702, -2.089, 0.939)
H (-2.082, -1.462, 0.747)
H (5.114, 0.199, -0.354)
C (0.834, 4.576, 3.546)
C (0.648, 3.569, 2.380)
C (0.725, 4.259, 1.010)
C (-0.530, 5.028, 0.604)
C (-1.767, 4.145, 0.744)
C (-1.910, 3.565, 2.151)
N (-0.654, 2.836, 2.521)
O (-0.601, 1.673, 1.964)
C (-2.240, 4.695, 3.141)
C (-3.082, 2.593, 2.207)
C (1.799, 2.570, 2.467)
H (-0.040, 4.647, 4.185)
H (1.648, 4.260, 4.198)
H (1.069, 5.579, 3.186)
H (0.920, 3.497, 0.249)
H (1.590, 4.924, 1.011)
H (-0.634, 5.940, 1.199)
H (-0.431, 5.353, -0.434)
H (-2.669, 4.712, 0.504)
H (-1.707, 3.326, 0.020)
H (-2.285, 4.315, 4.163)
H (-3.219, 5.107, 2.896)
H (-1.536, 5.522, 3.115)
H (-2.999, 1.805, 1.463)
H (-4.006, 3.138, 2.013)
H (-3.161, 2.129, 3.191)
H (1.737, 1.977, 3.380)
H (2.737, 3.128, 2.481)
H (1.824, 1.890, 1.618)

Calculated values
charge: 0
spin multiplicity: 2
energy above the lowest of the compared OMol25 structures with the same formula, charge and spin: 0.000 eV
E: -77090.48983 eV
Kohn-Sham gap (spin up / spin down): 9.040 / 8.849 eV